(1)
# C55H50BF4N2O15

A cluster of 7 separate species, C55H50BF4N2O15 in total at a distorted geometry (ωB97M-V with the def2-TZVPD basis set, OMol25).

Charge ... +1
LUMO level ... -3.32 eV
Kohn-Sham gap ... 7.4 eV
Strongest force on any atom ... 5.6 eV Å⁻¹

Atoms and positions in Å:
C 4.479 1.891 -0.152
C 4.895 0.586 -0.547
C 4.247 -0.246 -1.804
B 5.017 0.437 -3.090
N 4.852 0.106 -4.527
O 6.012 1.504 -2.882
C 2.692 0.126 -1.942
C 1.964 -0.347 -3.296
C 1.892 -0.350 -0.637
C 0.364 0.100 -0.559
C -0.287 1.192 -1.491
C -1.754 1.671 -1.384
C -2.723 1.110 -0.307
C -2.111 0.011 0.646
C -0.637 -0.448 0.533
C 2.174 -1.907 -0.360
C 1.100 -2.943 -0.974
C 1.358 -3.496 -2.436
O 0.527 -3.157 -3.335
O 2.366 -4.408 -2.866
C 3.709 -2.376 -0.497
C 4.423 -2.658 0.937
F 3.619 -3.726 1.504
F 5.718 -3.268 0.787
C 4.364 -1.465 1.991
F 3.825 -1.945 3.241
F 5.719 -1.078 2.297
N 4.571 -1.678 -1.500
C 4.931 -2.541 -2.710
H 3.366 2.172 -0.183
H 5.224 2.718 0.147
H 5.786 0.168 0.065
H 4.290 -0.732 -4.706
H 4.495 0.901 -5.084
H 5.524 2.322 -3.157
H 2.590 1.282 -1.966
H 2.037 0.510 -4.072
H 2.411 -1.266 -3.802
H 0.840 -0.587 -3.161
H 2.361 0.207 0.269
H 0.396 1.659 -2.290
H -2.102 2.499 -2.106
H -3.811 1.473 -0.203
H -2.786 -0.449 1.453
H -0.271 -1.223 1.290
H 1.978 -2.004 0.785
H 0.015 -2.578 -0.937
H 1.126 -3.864 -0.265
H 2.430 -5.087 -2.146
H 3.590 -3.469 -0.872
H 3.772 -0.541 1.693
H 5.514 -1.621 -1.039
H 5.994 -2.302 -3.103
H 5.048 -3.657 -2.414
H 4.133 -2.536 -3.519
C 0.450 2.312 4.399
C -0.238 2.128 5.527
C -0.623 0.773 5.977
O -1.253 0.602 7.007
C -0.213 -0.367 5.129
C 0.474 -0.182 4.003
C 0.859 1.171 3.553
O 1.491 1.339 2.522
H 0.740 3.297 4.055
H -0.544 2.952 6.160
H -0.502 -1.352 5.474
H 0.780 -1.007 3.372
C -6.176 -2.986 -3.308
C -6.124 -2.089 -2.322
C -4.839 -1.499 -1.891
O -4.788 -0.681 -0.989
C -3.616 -1.938 -2.595
C -3.668 -2.834 -3.581
C -4.952 -3.425 -4.012
O -5.000 -4.241 -4.913
H -7.107 -3.430 -3.636
H -7.010 -1.756 -1.796
H -2.684 -1.493 -2.266
H -2.781 -3.166 -4.106
C 3.527 0.631 9.523
C 3.110 1.428 8.538
C 3.228 1.022 7.122
O 2.848 1.750 6.221
C 3.824 -0.301 6.839
C 4.242 -1.097 7.823
C 4.124 -0.692 9.240
O 4.503 -1.418 10.138
H 3.449 0.913 10.566
H 2.670 2.399 8.728
H 3.902 -0.582 5.796
H 4.682 -2.069 7.633
C -4.746 1.847 3.091
C -5.850 2.329 3.664
C -5.903 2.600 5.116
O -6.910 3.038 5.640
C -4.687 2.317 5.908
C -3.583 1.834 5.334
C -3.532 1.565 3.883
O -2.524 1.128 3.358
H -4.689 1.643 2.030
H -6.748 2.542 3.098
H -4.743 2.522 6.970
H -2.684 1.621 5.899
C -5.415 3.553 -1.855
C -5.179 4.423 -2.838
C -5.048 5.870 -2.564
O -4.834 6.665 -3.459
C -5.187 6.314 -1.161
C -5.423 5.443 -0.179
C -5.554 3.997 -0.452
O -5.768 3.200 0.444
H -5.514 2.489 -2.037
H -5.073 4.115 -3.870
H -5.088 7.377 -0.978
H -5.529 5.751 0.854
C -0.416 -1.141 -8.771
C -0.428 -0.505 -7.599
C -0.667 -1.233 -6.335
O -0.681 -0.652 -5.263
C -0.890 -2.691 -6.420
C -0.877 -3.327 -7.592
C -0.638 -2.600 -8.856
O -0.625 -3.179 -9.925
H -0.243 -0.623 -9.707
H -0.266 0.563 -7.519
H -1.062 -3.208 -5.484
H -1.040 -4.395 -7.672

Here are the Löwdin charges for atoms 1 to 99, given in e: C 0.051; C -0.090; C -0.207; B -0.447; N 0.172; O 0.051; C -0.212; C -0.062; C -0.194; C -0.108; C -0.018; C -0.050; C -0.041; C -0.043; C -0.030; C -0.148; C -0.026; C -0.374; O 0.046; O 0.034; C -0.087; C -0.224; F 0.037; F 0.064; C -0.137; F 0.014; F 0.013; N -0.045; C 0.024; H 0.088; H 0.107; H 0.132; H 0.050; H 0.108; H 0.119; H 0.147; H 0.105; H 0.066; H 0.081; H 0.116; H 0.091; H 0.093; H 0.074; H 0.098; H 0.085; H 0.147; H 0.131; H 0.149; H 0.132; H 0.153; H 0.153; H 0.176; H 0.147; H 0.132; H 0.102; C 0.022; C 0.003; C -0.408; O 0.092; C 0.035; C 0.008; C -0.377; O 0.076; H 0.130; H 0.133; H 0.129; H 0.102; C 0.028; C 0.025; C -0.369; O 0.078; C 0.035; C 0.031; C -0.382; O 0.112; H 0.126; H 0.124; H 0.114; H 0.100; C 0.029; C 0.025; C -0.376; O 0.092; C 0.022; C 0.028; C -0.383; O 0.117; H 0.127; H 0.124; H 0.109; H 0.125; C 0.025; C 0.033; C -0.380; O 0.115; C 0.043; C 0.033; C -0.350; O 0.084

=====

(2)
# C55H50FN5O6P

A cluster of 4 separate species, C55H50FN5O6P in total at a distorted geometry (ωB97M-V with the def2-TZVPD basis set, OMol25).

Charge ... +1
LUMO level ... -2.86 eV
Kohn-Sham gap ... 8.0 eV
Strongest force on any atom ... 2.0 eV Å⁻¹

Atoms and positions in Å:
C -9.450 -3.407 1.295
C -8.539 -4.575 1.536
C -7.309 -4.625 0.658
C -6.073 -3.836 1.103
C -6.252 -2.754 2.134
N -5.302 -3.340 -0.070
C -5.883 -2.403 -0.835
N -7.071 -1.896 -0.577
C -7.305 -1.046 -1.517
N -6.345 -0.940 -2.406
C -6.306 -0.099 -3.593
C -7.599 -0.154 -4.332
N -7.932 -1.240 -4.888
N -5.366 -1.817 -1.976
C -4.127 -1.913 -2.746
C -4.029 -3.139 -3.639
F -2.742 -3.629 -3.622
P -3.740 -4.018 -0.376
C -3.931 -5.763 0.016
C -2.756 -3.357 0.979
H -10.289 -3.453 1.964
H -9.842 -3.457 0.293
H -8.971 -2.457 1.446
H -9.112 -5.454 1.299
H -8.294 -4.679 2.577
H -7.008 -5.656 0.598
H -7.598 -4.327 -0.336
H -5.441 -4.567 1.566
H -5.281 -2.368 2.396
H -6.669 -3.154 3.036
H -6.841 -1.928 1.791
H -8.200 -0.471 -1.576
H -5.555 -0.437 -4.274
H -6.061 0.916 -3.330
H -8.179 0.752 -4.360
H -8.817 -1.158 -5.380
H -4.043 -1.025 -3.344
H -3.296 -1.920 -2.075
H -4.683 -3.906 -3.267
H -4.265 -2.912 -4.664
H -3.042 -6.233 -0.359
H -3.971 -5.960 1.073
H -4.793 -6.184 -0.466
H -1.780 -3.810 0.963
H -3.208 -3.468 1.949
H -2.636 -2.304 0.806
C -0.859 0.034 -4.077
C -0.743 -1.322 -3.779
C 0.357 -1.783 -3.080
C 1.353 -0.896 -2.693
C 1.250 0.455 -3.021
C 0.134 0.920 -3.701
C 2.337 1.420 -2.666
O 2.237 2.594 -2.949
C 3.542 0.881 -1.975
C 4.595 1.740 -1.693
C 5.717 1.266 -1.035
C 5.788 -0.067 -0.648
C 4.744 -0.930 -0.932
C 3.622 -0.464 -1.602
C 2.526 -1.418 -1.926
O 2.574 -2.583 -1.593
H -1.722 0.399 -4.622
H -1.503 -2.018 -4.091
H 0.460 -2.831 -2.838
H 0.063 1.972 -3.939
H 4.527 2.775 -1.996
H 6.542 1.930 -0.818
H 6.665 -0.427 -0.128
H 4.792 -1.969 -0.641
C -4.332 0.620 0.167
C -5.239 1.559 0.653
C -4.783 2.696 1.292
C -3.420 2.889 1.470
C -2.513 1.936 1.007
C -2.973 0.810 0.340
C -1.044 2.086 1.239
O -0.275 1.239 0.840
C -0.581 3.284 1.986
C 0.772 3.421 2.263
C 1.226 4.535 2.945
C 0.332 5.520 3.349
C -1.019 5.387 3.082
C -1.483 4.268 2.407
C -2.946 4.129 2.163
O -3.737 4.975 2.513
H -4.688 -0.263 -0.339
H -6.304 1.402 0.532
H -5.473 3.437 1.669
H -2.254 0.086 -0.026
H 1.458 2.652 1.943
H 2.279 4.639 3.163
H 0.691 6.392 3.877
H -1.723 6.144 3.397
C 10.072 6.116 2.064
C 9.026 5.573 1.327
C 8.974 4.210 1.095
C 9.973 3.383 1.589
C 11.033 3.933 2.314
C 11.073 5.298 2.556
C 12.145 3.076 2.826
O 13.059 3.552 3.461
C 12.092 1.616 2.521
C 13.136 0.804 2.940
C 13.101 -0.554 2.678
C 12.020 -1.109 2.003
C 10.978 -0.304 1.579
C 11.011 1.061 1.830
C 9.891 1.914 1.340
O 8.944 1.430 0.755
H 10.107 7.180 2.251
H 8.250 6.216 0.935
H 8.163 3.777 0.527
H 11.894 5.709 3.126
H 13.969 1.245 3.467
H 13.918 -1.184 3.001
H 11.994 -2.171 1.804
H 10.136 -0.723 1.050

Here are the Löwdin charges for atoms 1 to 99, given in e: C -0.103; C -0.252; C -0.157; C -0.350; C -0.034; N -0.145; C -0.330; N 0.203; C -0.083; N 0.009; C -0.089; C -0.215; N 0.145; N 0.056; C -0.124; C -0.190; F -0.054; P 0.952; C -0.249; C -0.233; H 0.073; H 0.074; H 0.050; H 0.108; H 0.105; H 0.104; H 0.102; H 0.101; H 0.074; H 0.087; H 0.058; H 0.156; H 0.113; H 0.132; H 0.118; H 0.070; H 0.104; H 0.090; H 0.106; H 0.124; H 0.044; H 0.046; H 0.044; H 0.053; H 0.041; H 0.019; C -0.065; C -0.069; C 0.005; C -0.075; C -0.076; C -0.003; C -0.275; O 0.110; C -0.084; C 0.002; C -0.043; C -0.042; C 0.003; C -0.084; C -0.274; O 0.106; H 0.099; H 0.077; H 0.122; H 0.121; H 0.121; H 0.097; H 0.107; H 0.121; C -0.065; C -0.057; C 0.004; C -0.071; C -0.073; C -0.005; C -0.274; O 0.109; C -0.083; C 0.004; C -0.046; C -0.045; C 0.004; C -0.082; C -0.273; O 0.119; H 0.068; H 0.101; H 0.125; H 0.111; H 0.122; H 0.112; H 0.112; H 0.123; C -0.053; C -0.056; C -0.005; C -0.081; C -0.080